1.
Below is a structure of composition C26H43BrN11S, with properties calculated with wB97M-V/def2-TZVPD.

For the orbital gap, the calculation gives 4.291 eV. As for the total charge: -1. The calculation puts the highest occupied orbital energy at -2.45 eV.

Positions of all 82 atoms, in Å:
C (-1.323, -1.418, -2.568)
C (-0.088, -0.510, -2.645)
C (-0.407, 0.848, -3.331)
Br (-1.004, 0.405, -5.305)
N (0.481, 1.860, -3.177)
C (1.642, 1.842, -4.014)
C (2.711, 0.748, -3.738)
C (3.187, 0.601, -2.282)
S (3.447, 2.174, -1.378)
H (-2.102, -1.009, -1.918)
H (-1.062, -2.428, -2.243)
H (-1.775, -1.531, -3.554)
H (0.214, -0.287, -1.623)
H (0.669, -1.071, -3.193)
H (-1.333, 1.186, -2.836)
H (1.434, 1.816, -5.097)
H (2.159, 2.792, -3.842)
H (2.383, -0.209, -4.143)
H (3.597, 1.023, -4.332)
H (4.166, 0.122, -2.321)
H (2.549, -0.086, -1.741)
H (3.612, 3.038, -2.423)
C (-5.394, -0.775, -0.945)
C (-4.565, -1.966, -0.821)
N (-3.916, -2.907, -0.722)
H (-6.436, -1.061, -1.073)
H (-5.300, -0.165, -0.048)
H (-5.073, -0.191, -1.807)
C (4.492, -2.878, -5.847)
C (3.976, -2.641, -4.506)
N (3.573, -2.454, -3.451)
H (5.408, -2.317, -5.994)
H (4.700, -3.936, -5.975)
H (3.757, -2.566, -6.589)
C (-1.748, -0.352, 1.185)
C (-2.528, 0.870, 1.080)
N (-3.142, 1.834, 0.995)
H (-1.578, -0.594, 2.233)
H (-2.287, -1.172, 0.711)
H (-0.789, -0.222, 0.685)
C (3.283, -0.432, 2.720)
C (3.419, 0.174, 1.402)
N (3.517, 0.654, 0.366)
H (3.965, -1.275, 2.811)
H (3.515, 0.300, 3.492)
H (2.263, -0.785, 2.861)
C (-2.884, -6.111, 0.683)
C (-1.607, -6.495, 1.273)
N (-0.604, -6.797, 1.735)
H (-3.033, -6.643, -0.253)
H (-3.693, -6.359, 1.367)
H (-2.900, -5.039, 0.486)
C (-1.311, 3.834, 3.054)
C (-1.937, 4.490, 4.192)
N (-2.429, 5.011, 5.089)
H (-0.990, 4.578, 2.328)
H (-0.447, 3.270, 3.385)
H (-2.020, 3.158, 2.578)
C (2.508, 6.123, 4.225)
C (2.063, 4.900, 3.570)
N (1.714, 3.942, 3.049)
H (3.210, 6.650, 3.582)
H (1.654, 6.766, 4.425)
H (2.999, 5.879, 5.165)
C (-7.711, 1.403, 1.669)
C (-8.142, 0.180, 1.002)
N (-8.479, -0.782, 0.479)
H (-7.014, 1.946, 1.033)
H (-8.574, 2.034, 1.874)
H (-7.218, 1.157, 2.607)
C (6.968, -5.220, -3.319)
C (7.139, -4.396, -4.508)
N (7.253, -3.740, -5.439)
H (7.651, -6.067, -3.355)
H (7.177, -4.629, -2.430)
H (5.944, -5.586, -3.268)
C (-2.203, 3.296, 7.992)
C (-1.387, 2.097, 8.130)
N (-0.744, 1.154, 8.238)
H (-3.247, 3.021, 7.863)
H (-2.105, 3.912, 8.884)
H (-1.881, 3.870, 7.126)

Atomic forces in eV per Å
0.0 -0.1 -0.3
-1.1 -0.7 -1.1
1.2 1.1 3.5
-0.4 -0.3 -1.1
-0.7 -0.1 -1.6
0.8 -0.2 0.9
0.2 0.7 -0.3
0.5 0.0 -1.1
0.3 1.6 -1.2
0.1 0.0 0.1
-0.1 0.1 0.3
0.0 0.1 0.0
0.4 0.2 -0.1
0.3 0.2 0.2
-0.4 -0.2 -0.5
-0.3 -0.1 0.1
0.0 0.1 -0.1
-0.1 -0.1 0.3
0.0 0.0 -0.1
0.0 -0.1 0.1
-0.3 0.4 0.3
-0.4 -0.6 -0.1
0.0 0.0 -0.2
-0.1 0.0 0.0
0.0 -0.1 0.2
0.0 0.0 0.0
0.0 0.0 0.0
0.1 0.0 0.0
-0.4 0.2 -0.2
0.1 0.0 -0.2
0.0 -0.2 0.4
0.0 0.0 0.0
0.0 0.0 -0.1
-0.1 0.0 0.1
0.1 -0.1 0.0
0.1 -0.2 -0.1
-0.3 0.2 0.1
0.0 0.0 0.0
0.0 0.0 0.0
0.0 0.0 -0.1
0.0 0.0 0.0
0.0 0.0 0.3
0.0 -1.5 1.5
0.0 0.0 0.0
0.0 0.0 0.0
0.0 0.0 0.0
0.0 0.1 0.0
-0.2 0.1 -0.1
0.2 -0.1 0.1
0.0 0.0 0.0
0.0 0.0 0.0
0.0 0.0 -0.1
-0.3 -0.1 0.0
0.1 -0.1 -0.2
-0.1 0.1 0.2
0.0 0.0 0.0
0.0 0.0 0.0
0.0 0.1 0.0
0.0 0.0 0.0
0.1 0.2 0.1
0.1 -0.3 0.0
0.0 0.0 0.0
0.0 0.0 0.0
0.0 0.0 0.0
0.0 0.0 0.0
0.0 0.1 0.1
-0.1 -0.1 -0.1
0.0 0.0 0.0
0.0 0.0 0.0
0.0 0.0 0.0
0.0 0.0 0.0
0.0 -0.1 0.2
0.3 0.0 -0.2
0.0 0.0 0.0
0.0 0.0 0.0
0.0 0.0 0.0
0.1 0.0 0.0
-0.2 0.2 0.0
0.2 -0.2 0.0
0.0 0.0 0.0
0.0 0.0 0.0
-0.1 0.0 0.0

---

2.
Below is a structure of composition C26H43BrN6P2Pb, with properties calculated with wB97M-V/def2-TZVPD.

For the orbital gap (alpha / beta), the calculation gives 4.284 / 3.152 eV. The energy above the lowest of the compared OMol25 structures with the same formula, charge and spin is 0.0 kcal per mole. As for the total charge: +2. The calculation puts the highest occupied orbital energy (alpha / beta) at -11.87 / -11.87 eV.

Positions of all 79 atoms, in Å:
N (-7.165, 5.441, -6.486)
C (-6.914, 6.010, -5.303)
C (-5.946, 5.504, -4.423)
C (-5.211, 4.345, -4.769)
C (-5.505, 3.760, -6.031)
C (-6.486, 4.347, -6.853)
C (-4.209, 3.771, -3.887)
Pb (0.523, 2.169, -0.415)
P (5.767, -0.761, -1.062)
C (-3.406, 2.744, -4.286)
C (-2.652, 1.924, -3.381)
C (-1.509, 1.239, -3.853)
C (-0.545, 0.776, -2.944)
C (-0.895, 0.766, -1.600)
C (-2.122, 1.231, -1.128)
C (-2.983, 1.895, -2.013)
Br (1.460, -0.442, 0.018)
H (-4.116, 4.235, -2.900)
H (-3.262, 2.542, -5.347)
H (-5.763, 6.001, -3.475)
H (-5.008, 2.856, -6.400)
H (-7.504, 6.895, -5.043)
H (-6.712, 3.900, -7.831)
H (-1.333, 1.186, -4.933)
H (-3.875, 2.410, -1.656)
H (0.453, 0.480, -3.285)
H (-2.359, 1.121, -0.080)
P (-0.559, -2.120, -0.856)
C (5.079, 0.930, -0.836)
C (6.165, 1.948, -1.212)
H (4.779, 1.028, 0.219)
H (4.190, 1.049, -1.476)
H (5.886, 2.945, -0.852)
H (7.134, 1.683, -0.766)
H (6.293, 2.005, -2.301)
C (4.963, -1.228, -2.662)
C (5.723, -2.374, -3.342)
H (4.962, -0.330, -3.301)
H (3.920, -1.504, -2.442)
H (5.377, -2.486, -4.378)
H (6.803, -2.166, -3.361)
H (5.558, -3.329, -2.823)
C (4.801, -1.797, 0.103)
C (5.493, -1.975, 1.450)
H (4.646, -2.771, -0.383)
H (3.822, -1.317, 0.238)
H (4.846, -2.561, 2.112)
H (6.439, -2.520, 1.349)
H (5.695, -1.016, 1.944)
C (-0.570, -3.561, 0.288)
C (-1.712, -4.552, 0.045)
H (-0.629, -3.156, 1.315)
H (0.413, -4.044, 0.180)
H (-2.654, -4.155, 0.442)
H (-1.838, -4.798, -1.021)
H (-1.502, -5.486, 0.579)
C (0.516, -2.667, -2.233)
C (-0.107, -2.571, -3.611)
H (0.805, -3.692, -1.963)
H (1.420, -2.041, -2.189)
H (-1.021, -3.172, -3.693)
H (-0.307, -1.524, -3.882)
H (0.620, -2.973, -4.327)
C (-2.299, -2.047, -1.436)
C (-3.196, -1.610, -0.264)
H (-2.564, -3.051, -1.804)
H (-2.352, -1.350, -2.284)
H (-3.905, -0.844, -0.596)
H (-3.798, -2.444, 0.116)
H (-2.621, -1.176, 0.574)
N (-2.824, -0.471, 3.394)
N (-1.884, 0.460, 2.967)
N (-1.633, 1.563, 3.705)
C (-0.880, 2.268, 2.854)
N (-0.668, 1.626, 1.679)
N (-1.353, 0.446, 1.753)
H (-2.580, -1.390, 3.023)
H (-2.870, -0.428, 4.411)
H (-0.517, 3.251, 3.104)

Atomic forces in eV per Å
0.0 0.0 0.0
0.5 -0.6 0.0
0.1 -0.3 -0.2
-0.6 0.6 -1.2
-0.4 0.4 -0.1
0.6 -0.1 0.8
-0.1 -0.2 -0.4
0.9 -0.2 0.6
0.6 -0.3 -0.3
-0.1 0.1 0.1
0.1 0.7 0.1
1.1 -0.2 0.3
-0.8 -0.2 -1.4
-0.2 0.6 0.2
-1.2 0.2 -0.6
0.8 -0.4 0.7
0.3 0.4 0.4
-0.2 -0.5 -0.1
-0.3 -0.1 0.2
0.0 0.0 -0.1
-0.2 0.4 0.3
0.2 -0.3 -0.1
0.0 0.3 0.5
0.1 0.2 0.4
0.2 -0.3 0.0
-0.4 -0.1 0.1
-0.2 0.1 -0.1
-0.5 -0.7 -0.8
0.1 0.0 0.1
-0.2 0.3 0.1
0.1 0.1 -0.2
0.0 0.1 0.2
0.1 0.0 -0.2
-0.3 0.1 -0.1
0.0 -0.1 0.3
0.2 0.0 0.1
-0.2 0.0 -0.2
0.0 -0.3 0.1
0.1 0.1 -0.2
0.1 -0.1 0.2
-0.4 -0.1 0.0
0.1 0.3 -0.1
-0.3 0.1 0.0
-0.1 -0.3 0.2
0.0 0.2 0.1
0.2 -0.3 0.0
0.2 0.1 0.0
-0.2 0.2 0.0
0.0 -0.2 -0.1
0.4 0.5 0.8
-0.1 -0.2 0.0
0.1 -0.3 -0.3
-0.2 0.3 0.1
0.2 -0.2 -0.3
0.1 0.0 0.4
0.0 0.2 -0.1
0.3 0.3 0.3
0.1 -0.2 -0.4
0.0 0.2 -0.3
-0.2 -0.4 0.0
0.2 0.3 -0.1
-0.1 -0.5 0.0
-0.3 0.1 0.0
0.1 0.2 -0.1
-0.5 0.1 0.2
0.1 0.4 0.0
0.0 -0.3 0.2
0.1 -0.2 0.1
0.2 0.2 -0.1
-0.3 -0.3 -0.4
0.6 0.3 -0.4
0.4 1.1 -0.5
0.2 -1.0 -1.7
-0.3 -0.7 -0.1
-1.3 -0.9 1.1
0.2 1.3 1.9
0.0 0.2 0.3
0.1 -0.1 -0.2
0.2 0.0 -0.1

---

3.
Below is a structure of composition C26H43EuF5P2, with properties calculated with wB97M-V/def2-TZVPD.

For the orbital gap (alpha / beta), the calculation gives 6.103 / 7.773 eV. As for the total charge: +1. As for the spin multiplicity: 7. The calculation puts the highest occupied orbital energy (alpha / beta) at -10.66 / -10.62 eV. The expectation value of S² is 12.107.

Positions of all 77 atoms, in Å:
Eu (0.206, -2.007, -0.076)
C (2.775, -2.810, 0.273)
C (2.513, -2.085, 1.475)
C (1.268, -4.030, 1.531)
C (2.011, -4.017, 0.315)
C (1.588, -2.844, 2.252)
C (3.683, -2.409, -0.825)
H (3.948, -1.348, -0.761)
H (3.215, -2.575, -1.807)
H (4.613, -2.996, -0.806)
C (2.068, -5.132, -0.656)
H (2.653, -4.850, -1.543)
H (1.068, -5.423, -0.992)
H (2.532, -6.014, -0.190)
C (0.441, -5.156, 2.010)
H (1.069, -6.049, 2.153)
H (-0.346, -5.431, 1.293)
H (-0.045, -4.919, 2.964)
C (1.110, -2.513, 3.618)
H (1.662, -3.078, 4.387)
H (0.047, -2.760, 3.741)
H (1.227, -1.448, 3.852)
C (3.109, -0.779, 1.871)
H (4.023, -0.887, 2.478)
H (2.396, -0.189, 2.460)
H (3.371, -0.180, 0.992)
C (-1.084, 3.628, -2.656)
C (0.209, 3.993, -2.616)
C (0.742, 5.212, -1.926)
C (-0.032, 5.633, -0.649)
C (-0.590, 4.523, 0.191)
C (-1.878, 4.120, 0.191)
C (-2.862, 4.338, -0.915)
C (-2.242, 4.515, -2.327)
H (0.750, 6.081, -2.606)
H (-0.818, 6.346, -0.934)
H (1.800, 5.044, -1.679)
H (-2.001, 5.574, -2.474)
H (-1.372, 2.697, -3.144)
H (0.933, 3.486, -3.267)
H (-3.041, 4.281, -3.050)
H (-3.558, 3.481, -0.923)
H (-2.302, 3.657, 1.096)
H (-3.487, 5.223, -0.703)
H (0.683, 6.194, -0.024)
H (0.100, 4.150, 0.958)
P (0.434, 0.562, -1.072)
P (-1.300, -0.265, 1.800)
C (-1.100, 1.421, -0.481)
C (-2.096, 0.727, 0.464)
H (-1.661, 1.793, -1.356)
H (-0.662, 2.304, 0.011)
H (-2.738, 1.486, 0.946)
H (-2.767, 0.082, -0.129)
C (-2.727, -1.150, 2.511)
H (-2.405, -1.703, 3.408)
H (-3.126, -1.874, 1.784)
H (-3.501, -0.414, 2.775)
C (-0.970, 0.990, 3.088)
H (-1.874, 1.587, 3.279)
H (-0.148, 1.654, 2.785)
H (-0.671, 0.480, 4.015)
C (0.043, 0.360, -2.853)
H (0.900, -0.118, -3.353)
H (-0.124, 1.359, -3.282)
H (-0.858, -0.265, -2.982)
C (1.769, 1.769, -0.932)
H (2.120, 1.837, 0.105)
H (1.459, 2.768, -1.262)
H (2.598, 1.437, -1.568)
F (-2.835, -2.313, -1.205)
C (-1.972, -3.288, -0.727)
F (-2.651, -4.008, 0.223)
C (-1.463, -4.156, -1.853)
F (-2.379, -4.316, -2.830)
F (-0.333, -3.599, -2.474)
F (-1.119, -5.391, -1.388)

Atomic forces in eV per Å
0.9 -2.5 1.5
-1.0 -0.2 0.6
-0.6 -0.3 -0.5
0.5 1.0 -0.3
-0.1 1.1 0.4
-0.2 0.0 -0.9
0.4 0.1 -0.6
0.1 -0.2 0.0
0.2 0.0 0.1
-0.2 0.2 -0.1
0.0 -0.3 -0.5
-0.1 -0.2 0.2
0.3 -0.1 0.0
-0.1 0.2 -0.2
-0.5 -0.6 0.1
-0.2 0.2 0.1
0.2 0.0 0.2
0.1 -0.1 -0.2
-0.2 0.1 0.6
-0.1 0.2 -0.2
0.2 0.0 0.1
0.0 -0.2 0.0
0.2 0.5 0.2
-0.3 0.0 -0.2
0.2 0.0 0.0
0.1 -0.1 0.1
0.8 0.5 -0.8
-0.8 0.1 -1.0
0.1 0.4 0.1
0.4 0.2 -0.6
-1.0 0.3 0.7
0.7 0.9 0.7
-0.3 0.3 -0.1
-0.8 0.1 0.6
0.0 -0.3 0.0
0.2 -0.3 0.3
-0.2 0.0 0.0
0.1 -0.3 -0.1
0.2 0.3 -0.2
-0.2 -0.3 0.6
0.3 0.2 0.2
0.2 0.2 0.0
0.5 -0.3 -0.5
0.1 -0.3 0.0
-0.4 -0.1 -0.1
-0.4 0.2 0.1
-0.9 0.3 -0.4
-0.4 0.0 -0.1
0.2 0.3 0.2
0.0 -0.1 -0.2
0.4 -0.2 0.5
-0.5 -0.6 -0.3
0.2 -0.2 -0.3
0.2 0.0 0.3
-0.1 -0.2 0.1
-0.2 0.2 -0.3
0.1 0.2 0.2
0.1 -0.3 0.0
0.3 0.0 0.1
0.2 -0.2 -0.1
-0.2 -0.1 0.1
-0.1 0.2 -0.2
0.5 0.1 -0.2
-0.4 0.1 0.0
0.1 -0.6 -0.1
0.3 0.2 0.1
0.3 0.4 0.0
-0.1 -0.2 -0.2
0.1 -0.4 0.1
0.0 0.0 0.2
-0.1 -0.3 -0.4
2.1 1.1 1.3
-0.1 -0.1 -0.7
-1.6 -1.4 -0.7
0.8 -0.1 0.2
-0.8 -0.1 1.0
-0.1 1.4 -0.6

---

Number 1: E -4590.88764 a.u.. Number 2: E -4793.87627 a.u.. Number 3: E -2908.55741 a.u..